Entry from the OMol25 dataset: a molecular structure, C4H4NaO5 (wB97M-V/def2-TZVPD).

```
! RIJCOSX wB97M-V def2-TZVPD def2/J DEFGRID3
* xyz -1 1
O -2.36 -0.50 0.80
C -1.99 0.64 0.22
C -1.50 -1.56 0.25
O -2.36 1.73 0.61
O -1.19 0.44 -0.81
C -1.08 -1.04 -1.10
H -2.07 -2.49 0.21
H -0.68 -1.66 0.99
H -1.91 -1.21 -1.82
O 1.99 -0.07 1.13
C 3.23 0.08 0.71
O 3.38 0.36 -0.50
H 2.88 0.90 1.67
Na 1.30 -0.56 -1.09
*
```

Properties
HOMO: -4.1 eV

Here are the Löwdin charges for atoms 1 to 6, given in e: O 0.02; C -0.66; C -0.20; O 0.07; O -0.05; C -0.21



Entry from the OMol25 dataset: a single C4H4O molecule (wB97M-V/def2-TZVPD).

```
! RIJCOSX wB97M-V def2-TZVPD def2/J DEFGRID3
* xyz 0 1
C -1.89 -1.29 0.46
C -0.84 -0.71 0.29
C 0.35 -0.14 -0.32
C 1.00 1.13 0.00
O 1.60 -0.10 0.36
H -2.79 -1.85 0.49
H 0.43 -0.49 -1.35
H 0.66 1.74 0.83
H 1.48 1.67 -0.82
*
```

Properties
HOMO: -10.1 eV
structure (SMILES): C#C[C@H]1CO1

Here are the Löwdin charges for atoms 1 to 6, given in e: C 0.12; C -0.06; C -0.32; C -0.11; O -0.03; H 0.03



Entry from the OMol25 dataset: 2 unconnected molecules or ions with the total composition C4H4O (wB97M-V/def2-TZVPD).

```
! RIJCOSX wB97M-V def2-TZVPD def2/J DEFGRID3
* xyz 0 1
C -1.97 0.03 0.20
C 0.25 0.28 0.75
C -0.80 0.82 -0.19
C -0.75 -0.70 0.27
O -3.15 -0.01 0.17
H 1.26 0.20 0.37
H 0.20 0.56 1.79
H -0.63 1.33 -1.11
H -0.53 -2.35 -0.90
*
```

Properties
HOMO (spin up / spin down): -9.6 / -9.5 eV

Here are the Löwdin charges for atoms 1 to 6, given in e: C -0.46; C -0.12; C -0.04; C -0.06; O 0.11; H 0.11



Per-record energy relative to the best compared isomer or geometry (same formula, charge and spin), kJ/mol: 302.38; 254.67; 550.62
Per-record E, eV: -18865.44135; -6256.73984; -6253.67260